[1]
Entry from OMol25: a 3-piece molecular cluster, C6H17NO overall in a non-equilibrium geometry (ωB97M-V/def2-TZVPD).

The geometry in XYZ format:
```
25
Properties=species:S:1:pos:R:3:forces:R:3:nbo_charge:R:1
H -2.8178 0.2340 -1.9401 0.027 0.005 0.025 0.203
H 1.0411 0.2258 1.0092 0.425 -0.287 0.314 0.440
C 3.0666 -0.1838 1.5822 -0.147 0.030 0.096 -0.417
H 3.3992 0.6236 0.9290 0.005 -0.017 0.015 0.199
H -1.2532 -1.6832 0.0392 0.022 0.010 -0.011 0.200
H 1.8373 -1.8136 -0.6305 -0.103 0.265 0.493 0.178
H 1.2826 -1.2308 1.8409 0.067 0.070 0.013 0.365
H 3.1811 0.1533 2.6189 0.063 -0.001 -0.043 0.184
C -1.2423 0.4453 -0.4316 -0.304 -0.291 -0.069 0.250
H -1.5267 1.8814 1.1700 -0.006 -0.006 -0.003 0.206
H -1.3534 -0.6746 -2.3100 -0.019 0.006 0.014 0.194
C -1.8641 1.7326 0.1427 0.198 -0.152 -0.067 -0.613
H 3.7348 -1.0367 1.4282 -0.019 0.033 -0.001 0.185
H -1.5420 2.5901 -0.4489 -0.010 0.000 -0.004 0.213
O 0.1489 0.6174 -0.3829 0.797 -0.864 -0.197 -0.721
H -1.3571 -0.6244 1.4570 -0.011 0.011 -0.005 0.201
H -1.3616 1.0834 -2.4972 -0.010 0.000 0.012 0.214
H 2.0787 -0.1289 -1.2943 0.014 -0.071 0.043 0.200
N 1.7039 -0.5362 1.2383 -0.154 0.284 0.417 -0.800
C -1.6887 -0.7577 0.4245 0.104 0.166 -0.123 -0.634
C -1.7267 0.2588 -1.8831 0.076 0.016 0.165 -0.632
H -2.7751 -0.8733 0.4268 0.023 0.029 -0.016 0.207
H -2.9565 1.6877 0.1351 0.053 -0.043 -0.023 0.201
C 1.3859 -0.8842 -0.9564 -1.079 0.623 -0.803 -0.202
H 0.6051 -1.1059 -1.6670 -0.012 0.185 -0.242 0.178
```
Forces are in eV/Å.

The LUMO energy is 0.39 eV. The relative energy (zero: lowest compared OMol25 entry of this formula, charge and spin) is 4.048 eV. The molar mass is 119.2 g/mol.

---

[2]
Entry from OMol25: C17H17BN8O6Pt as an isolated structure in a non-equilibrium geometry (ωB97M-V/def2-TZVPD).

The geometry in XYZ format:
```
50
Properties=species:S:1:pos:R:3:forces:R:3:mulliken_spin:R:1
H -4.7013 1.9728 1.0720 0.293 -0.062 -0.189 -0.001
N -2.7499 1.1555 2.0251 0.186 -0.044 -0.126 -0.015
H -2.0090 -0.1373 4.9177 -0.044 -0.096 0.182 0.002
H -1.1759 -0.8392 -2.1774 0.058 0.161 0.154 0.009
C 1.6081 1.9451 0.7950 2.244 0.900 -0.369 0.131
C -0.9259 4.2485 -0.0471 -2.105 0.337 0.007 -0.020
C -4.1345 0.0661 -1.0623 0.311 2.822 2.971 0.256
N -3.2682 0.8023 -0.3317 -2.918 -1.483 -1.599 0.034
H -5.1985 0.1625 -0.9004 -0.008 -0.087 -0.060 -0.004
O 2.6732 -2.2590 -4.6677 1.187 -1.060 1.521 0.000
H 2.5435 1.5355 0.4026 -0.191 0.106 -0.090 0.018
H 1.7753 2.9544 1.1737 -0.128 -0.111 -0.153 0.003
C 2.1834 -2.1509 -0.5486 0.614 -0.390 -0.296 0.024
H 1.3568 1.2809 1.6478 -0.030 -0.017 -0.216 0.031
H 1.6575 -1.5653 -2.5676 0.241 -0.128 0.029 -0.002
N -2.7365 3.0577 0.4766 -0.143 1.060 -0.542 -0.037
N 5.0302 -4.3881 0.4264 2.445 -1.949 1.902 0.000
C -2.0227 5.1003 -0.0160 1.532 0.152 -0.243 0.101
O 0.5739 -0.4353 -0.6492 -0.077 -0.008 -0.105 0.143
H -2.0020 6.1433 -0.2223 -0.092 0.561 0.013 0.002
N -1.3822 2.9960 0.2467 -1.043 2.125 0.058 0.340
N -1.9814 0.4971 -0.7201 -0.888 -2.591 -2.646 0.435
N -1.4316 0.8046 1.8585 -0.693 -0.514 1.268 0.321
H 0.0008 -0.1818 3.0600 0.058 0.021 -0.016 0.003
H -3.7921 -1.4154 -2.6596 -0.028 -0.090 -0.086 -0.009
H 0.9420 2.1065 -0.3951 3.253 1.217 0.788 0.012
C 3.0608 -2.9261 0.2234 0.487 -0.374 -0.174 -0.002
B -3.5423 1.7790 0.8465 1.205 0.045 0.898 -0.041
C -0.9921 0.2292 2.9917 -1.083 0.488 0.017 -0.011
O 1.0728 -1.3049 1.3981 -0.216 0.699 -1.348 0.011
O 5.9414 -5.0295 -0.1383 -2.009 1.428 0.787 0.000
O 4.3823 -3.6283 -4.4990 -1.906 1.416 1.416 0.000
N 3.4710 -2.9404 -3.9905 0.639 -0.279 -3.286 0.000
H 2.9591 -2.9391 1.3059 0.113 0.005 -0.222 0.000
H -4.1445 1.0192 3.5953 0.128 -0.090 0.059 0.000
H -4.1663 4.5905 0.4419 -0.243 0.194 0.092 -0.002
C -2.0465 0.2370 3.9151 0.004 0.016 -0.252 0.024
C 4.0882 -3.6766 -0.3916 -1.648 1.375 -0.936 0.001
C 1.1925 -1.2508 0.1708 0.757 -0.883 0.412 -0.018
C -3.3985 -0.7165 -1.9411 0.711 -1.256 -1.455 0.293
O 4.9057 -4.3326 1.6676 -0.121 0.155 -2.381 0.000
C -3.1330 0.8164 3.2716 0.611 -0.139 -0.140 0.002
C 3.3356 -2.9334 -2.5536 -0.503 0.196 1.838 0.000
C 4.2272 -3.6911 -1.7863 -0.100 0.120 0.277 0.000
H 0.1129 4.4117 -0.2605 0.113 0.152 -0.062 -0.006
Pt -0.3158 1.3441 0.1880 -2.248 -3.588 1.048 1.719
C -2.0531 -0.4182 -1.7085 0.726 1.030 1.163 0.050
C 2.3228 -2.1575 -1.9471 0.406 -0.338 -0.083 0.011
C -3.1341 4.3294 0.3187 0.318 -1.329 0.098 0.194
H 5.0202 -4.2683 -2.2551 -0.175 0.127 0.076 0.000
```
Forces are in eV/Å.

The LUMO energy (spin up / spin down) is -7.17 / -11.83 eV. The relative energy (zero: lowest compared OMol25 entry of this formula, charge and spin) is 1.018 eV. The multiplicity is 5. As for the total charge: +2. The molar mass is 635.3 g/mol.

---

[3]
Entry from OMol25: C43H50N10V as an isolated structure (ωB97M-V/def2-TZVPD).

The geometry in XYZ format:
```
104
Properties=species:S:1:pos:R:3:forces:R:3:mulliken_spin:R:1
H 1.6206 2.9078 0.5911 0.007 -0.030 -0.020 0.020
N -2.0908 3.9901 -3.3589 0.114 0.209 0.022 0.003
V 0.0413 1.4117 -1.1791 -0.381 0.098 0.524 1.477
H -1.4649 -1.7711 5.2626 -0.005 0.018 -0.001 0.000
H -3.0238 5.4736 -2.2903 -0.002 -0.026 -0.010 0.000
H 0.7028 -5.8256 -1.7819 0.006 -0.003 -0.009 0.000
H 3.5188 0.0341 3.3390 0.005 -0.007 0.001 0.003
H -3.8115 -2.3447 -2.8693 -0.009 -0.003 0.008 0.001
C -2.8236 2.9797 1.0610 0.062 -0.128 -0.051 -0.058
H -3.0209 -4.4431 -0.7791 0.004 -0.001 -0.006 0.000
C -3.0788 -3.0226 -2.4249 -0.013 0.004 -0.033 0.002
H -4.3036 -0.4987 -0.0880 -0.053 -0.028 -0.026 0.011
C 1.4570 0.0624 2.8034 -0.080 0.135 -0.012 0.151
H 5.4451 -0.9320 2.4006 -0.007 0.004 -0.001 0.001
N -1.3496 1.6936 0.0504 0.424 -0.282 -0.229 -0.075
H 6.7284 0.6613 0.1154 -0.001 -0.002 -0.013 0.001
C 0.5551 -0.8240 3.6089 -0.136 -0.222 0.014 -0.007
C -1.4208 -1.6027 1.9981 -0.033 -0.012 0.033 0.007
N 2.1929 0.1381 0.2318 0.099 -0.012 0.030 -0.004
C 5.6127 -0.7450 1.3366 -0.016 -0.014 0.014 0.003
H -3.9480 -2.9843 -0.4261 0.013 0.015 0.006 0.000
C -0.5337 -2.6311 -2.2644 -0.069 0.041 -0.008 -0.013
H -3.8178 1.8990 -1.7423 0.051 0.045 0.033 0.008
C -0.5451 -2.3567 5.2567 0.022 -0.018 0.028 0.000
C 1.6932 -1.5054 -1.6482 0.022 -0.043 0.023 0.108
C -0.8837 3.6259 3.9308 0.010 0.027 0.026 0.000
N -2.2483 4.8303 -2.3163 0.073 -0.183 0.000 0.003
C 0.8078 2.1923 0.5791 0.066 0.039 0.139 -0.206
H -4.9368 2.9421 1.3175 0.008 -0.001 -0.008 0.000
C -3.7005 -3.7057 -1.2071 -0.020 -0.031 0.018 0.000
C 1.4213 0.8724 -3.9895 0.019 0.002 -0.179 0.028
H -4.6193 -4.2195 -1.4883 -0.008 0.002 0.009 0.000
C 0.2977 -1.5143 -1.8372 -0.044 -0.009 0.061 0.002
C -3.4002 1.2599 -0.9678 -0.130 0.059 -0.047 0.027
H -2.8533 -3.7755 -3.1825 0.003 0.003 0.006 -0.001
H -4.4846 4.7593 -0.3174 -0.004 -0.008 -0.011 0.000
H 4.9207 -3.6009 0.0855 0.009 0.015 0.010 -0.001
H -0.0361 2.9490 3.8117 0.011 -0.005 -0.006 0.004
C -0.9876 3.3591 -3.0323 -0.228 0.127 0.008 0.004
C 0.6608 -1.4818 4.9347 0.036 -0.004 0.019 0.007
H 5.7487 -1.7359 -1.3819 -0.003 -0.002 0.014 0.003
C -0.7099 2.0133 -5.1413 0.097 0.004 0.002 -0.004
H -1.9392 -0.9456 1.2939 -0.007 -0.005 -0.014 0.008
C 2.5236 -0.7609 -0.7965 0.035 -0.008 -0.016 0.071
H -1.2274 5.1905 -0.4766 0.003 -0.024 0.032 0.000
C -4.1040 3.6268 1.4904 -0.032 -0.020 -0.018 0.003
N -0.4940 -0.4706 -1.5578 0.219 0.803 0.010 0.060
C -0.9814 -2.8950 1.3057 0.010 -0.004 0.003 -0.001
H 1.5754 -2.0834 4.9674 -0.008 0.000 0.003 -0.002
C -0.2573 -0.8635 2.5322 0.046 0.108 0.091 0.008
H 4.3997 -1.9591 -2.4600 -0.015 -0.012 0.001 0.006
H 2.2216 -2.3185 -2.1311 -0.017 -0.011 -0.011 0.044
H -3.5467 5.6456 0.8973 0.007 0.001 0.010 0.000
H -4.0794 3.8080 2.5675 0.001 0.026 -0.005 -0.001
N 0.4744 0.2106 1.8358 0.161 0.107 -0.041 0.012
C -1.8263 -0.8595 -1.6771 -0.057 -0.134 -0.023 -0.021
H 6.0455 1.3709 1.5756 -0.014 0.001 0.007 -0.001
H -2.1096 -1.8256 2.8147 0.016 -0.017 -0.001 0.003
H -1.8387 -3.4401 0.9143 -0.013 0.013 -0.010 -0.001
C 4.5792 -3.4947 -0.9443 0.026 -0.043 -0.033 0.011
H 6.1139 -1.6347 0.9520 0.009 0.011 -0.016 0.001
H 0.7806 -0.7196 5.7107 -0.014 0.002 -0.016 -0.001
C -4.3691 4.9410 0.7537 -0.028 0.012 0.016 -0.004
C -2.8617 -0.0268 -1.4015 -0.151 -0.147 -0.034 0.136
H 1.0548 -4.3879 -0.8161 0.004 -0.008 0.007 -0.003
H -0.5816 -5.0334 -0.8634 -0.003 -0.010 -0.005 0.000
C 0.9450 0.7485 0.5876 -0.114 -0.121 -0.104 -0.108
C -0.3296 2.3353 -3.8433 0.041 0.123 -0.277 0.002
N -4.1806 -0.0396 -0.9887 0.142 0.037 0.092 0.047
C -1.2864 4.6469 -1.4034 -0.109 0.208 -0.025 0.006
H -0.4550 -3.5420 2.0078 0.000 -0.011 0.011 0.001
H -0.6457 4.3423 4.7176 0.003 -0.002 0.009 -0.001
H -5.2827 5.4172 1.1087 -0.003 0.015 -0.004 0.000
H 1.6416 -0.0882 -5.9007 -0.015 -0.008 -0.016 -0.001
H -0.3321 4.9435 2.3166 0.005 -0.012 0.016 -0.001
C 3.1740 0.0916 1.1905 -0.007 0.066 -0.081 0.177
C 1.0593 0.5996 -5.3016 -0.013 0.058 0.096 -0.007
H -2.0235 5.0263 2.7465 -0.015 -0.009 -0.003 0.000
C 6.5180 0.4758 1.1693 0.043 0.009 0.010 0.002
H 2.2596 0.3828 -3.5123 -0.012 0.017 0.004 0.004
C 4.7012 -2.0421 -1.4136 -0.012 0.020 0.015 -0.008
H 7.4671 0.3298 1.6846 0.009 0.006 0.001 0.000
H -0.7325 -4.4690 -3.3115 -0.002 -0.001 0.012 -0.001
H -0.3072 -2.6813 0.4759 -0.003 0.007 0.018 0.005
C 3.8967 -1.1057 -0.5658 0.054 0.079 0.054 0.102
C 0.3125 -4.8594 -1.4632 0.021 0.001 0.012 -0.001
C 4.2966 -0.5726 0.6479 -0.010 -0.112 -0.091 0.009
C 2.7866 0.2167 2.5670 -0.043 0.027 0.000 -0.060
H -0.4330 -2.8118 6.2395 -0.013 -0.015 0.003 0.000
N 0.7214 1.7431 -3.2636 -0.085 -0.343 0.145 0.018
H -1.5823 2.4697 -5.5905 0.002 0.026 -0.001 0.000
C -2.6696 1.9414 0.1399 -0.186 0.090 -0.036 0.002
C -1.8375 -2.2471 -2.1195 0.122 0.029 0.028 0.038
C -0.0057 -3.9702 -2.6676 0.008 -0.010 -0.063 -0.010
C -1.5111 3.3516 1.5203 0.008 -0.080 -0.052 0.010
H -0.6573 -3.1609 4.5280 0.001 -0.004 -0.011 0.000
H 0.8956 -3.8388 -3.2731 -0.001 -0.017 -0.006 -0.003
N -0.4517 3.7249 -1.8312 -0.007 -0.563 -0.172 0.010
C -1.1917 4.3317 2.6083 0.048 0.012 0.004 -0.004
H 3.5440 -3.8372 -0.9797 -0.015 0.001 -0.006 -0.001
H -1.7365 3.0285 4.2566 -0.016 0.004 -0.005 0.001
N -0.0142 1.1475 -5.8637 0.020 -0.047 -0.031 0.011
C -0.6145 2.5184 0.8632 0.059 0.113 0.134 -0.076
H 5.1775 -4.1565 -1.5703 -0.001 -0.011 0.002 0.001
```
Forces are in eV/Å.

The LUMO energy (spin up / spin down) is -3.24 / -3.68 eV. The relative energy (zero: lowest compared OMol25 entry of this formula, charge and spin) is 8.592 eV. The multiplicity is 3. As for the total charge: +1. The molar mass is 757.9 g/mol.

---

[4]
Entry from OMol25: C9H17BeBrCl2N5O4S2 as an isolated structure in a non-equilibrium geometry (ωB97M-V/def2-TZVPD).

The geometry in XYZ format:
```
41
Properties=species:S:1:pos:R:3:forces:R:3:nbo_charge:R:1
O -4.8694 -2.5749 -2.2765 0.013 0.060 0.322 -0.679
C 3.7115 1.4823 -0.0094 -0.071 -0.220 -0.150 0.565
Br -2.5744 3.5368 -0.5429 1.052 1.192 0.370 0.210
S 6.2524 0.8381 0.3296 0.453 0.373 0.101 0.244
O -5.0230 -0.3083 -1.4906 0.022 -0.022 -0.254 -0.692
N 1.8530 2.5750 -0.0358 0.339 0.858 0.558 -0.369
Cl -0.7748 1.4559 -1.8989 0.350 -0.467 -0.132 -0.065
C 1.6920 0.1517 -0.8355 -0.030 -0.465 0.205 -0.222
N -0.6826 -2.1175 2.2529 0.345 0.051 0.324 -0.381
H -2.7983 -2.6124 -2.1988 -0.166 -0.172 0.073 0.211
H 1.7229 -2.9223 4.1239 0.007 -0.005 0.017 0.263
N 4.6396 0.5197 -0.1573 -0.617 0.183 -0.310 -0.731
C -3.6784 -0.7807 -1.4086 0.170 -0.148 0.410 -0.108
H 1.1500 -1.3427 4.6942 0.004 -0.003 0.020 0.258
H -0.4114 1.6779 0.4992 -0.127 0.391 -0.269 0.199
H 2.6280 4.3573 0.7508 0.255 0.022 0.041 0.243
H 2.3914 -0.6734 -0.7040 0.060 0.042 0.159 0.221
H 4.3668 -0.3692 -0.5417 0.166 -0.099 0.179 0.430
H 0.6167 -0.3659 0.9616 -0.072 -0.211 0.003 0.247
H -2.9886 0.0291 -1.6423 -0.241 0.029 -0.130 0.200
Be 5.5443 -0.8569 2.5901 -0.165 -0.213 0.261 0.002
C 0.8404 -2.3309 4.3601 0.009 -0.037 0.007 -0.727
H -3.5145 -1.5454 -3.4300 0.043 0.026 0.019 0.196
N 2.3883 1.3405 -0.3148 0.684 0.245 0.264 -0.177
N 4.0020 2.7040 0.4668 -0.445 0.099 0.012 -0.473
H 6.8475 -0.0900 -0.4323 -0.239 -0.022 -0.206 0.144
C 0.3975 -0.2204 -0.0946 0.103 0.996 -0.209 -0.433
H -1.6496 0.5466 0.0803 0.050 -0.185 0.027 0.249
C -0.0043 -2.2117 3.1789 -0.365 0.009 -0.354 0.321
H -0.0009 -1.1447 -0.5058 0.181 -0.100 -0.010 0.251
H 1.5488 0.2392 -1.9071 -0.139 0.270 -0.075 0.242
C -3.6069 -1.9171 -2.4069 0.071 0.236 -0.396 -0.100
C 2.8429 3.3450 0.4438 -0.425 -1.070 -0.531 0.278
O -6.7051 -1.9645 -0.7717 -0.085 -0.071 -0.027 -0.882
S -6.0112 -1.5070 -1.9161 0.163 -0.034 -0.046 2.542
Cl -0.4635 4.3162 -0.5449 -2.063 0.202 -0.015 -0.120
O -6.6829 -1.1202 -3.1003 -0.097 0.077 0.037 -0.885
H -3.4988 -1.1364 -0.3894 0.024 -0.047 -0.029 0.192
H 0.2857 -2.8201 5.1583 0.003 -0.002 0.008 0.271
H 0.8752 2.9298 -0.1333 0.653 -0.960 -0.319 0.446
C -0.6584 0.8874 -0.2012 0.127 -0.807 0.045 -0.379
```
Forces are in eV/Å.

The LUMO energy is -5.48 eV. As for the total charge: +1. The molar mass is 483.2 g/mol.